Entry from OMol25: the molecule C9H12N2O2 in a non-equilibrium geometry (wB97M-V/def2-TZVPD).

Element x y z (Å)
C (2.03637, 3.75523, 1.23256)
C (1.16296, 1.85677, 0.14706)
C (1.22565, 0.90914, -0.88896)
C (0.20861, 0.02949, -1.06969)
C (-0.81184, -0.08479, -0.11815)
C (-0.78477, 0.79401, 0.93937)
C (0.11623, 1.76360, 1.07679)
C (-1.56042, -2.11967, -0.56522)
C (-2.47916, -2.90337, -1.34906)
H (1.19001, 4.44426, 1.05685)
H (3.04507, 4.28091, 1.20610)
H (2.04216, 3.27478, 2.23496)
H (2.03996, 0.96232, -1.52887)
H (0.19541, -0.73618, -1.87455)
H (-1.72783, 0.80089, 1.49647)
H (0.09093, 2.47038, 1.83682)
H (-3.05952, -2.10566, -1.89762)
H (-1.86181, -3.38621, -2.14959)
H (-3.13182, -3.52813, -0.81880)
H (-0.64966, -3.80414, -0.09988)
H (1.21700, -1.94771, 0.17479)
N (-1.85742, -0.97249, -0.09372)
N (-0.35182, -2.88002, -0.39092)
O (2.19762, 2.74926, 0.28019)
O (0.47650, -2.46931, 0.63577)

The net charge is 0. The value obtained for the total energy is -16599.264 eV. The value obtained for the relative energy (zero: lowest compared OMol25 entry of this formula, charge and spin) is 70.39 kcal per mole. Its structure (SMILES) is COc1ccc(/N=C(/C)NO)cc1. The highest occupied orbital energy is -0.270 Eh. The value obtained for the frontier orbital gap is 8.2 eV.

Entry from OMol25: a 2-piece molecular cluster, C9H12N2O3 overall in a non-equilibrium geometry (wB97M-V/def2-TZVPD).

Element x y z (Å)
C (2.37192, 2.76783, 1.25731)
N (1.08493, 2.12128, 1.58611)
C (0.66571, 2.32760, 2.98768)
C (0.27909, 1.65798, 0.67285)
H (2.80505, 3.10562, 2.19792)
H (3.03937, 2.03460, 0.80311)
H (2.25784, 3.65365, 0.61908)
H (1.51308, 2.77154, 3.50852)
H (-0.17519, 3.02653, 3.08831)
H (0.43654, 1.36327, 3.44356)
H (-0.75788, 1.41940, 0.89269)
H (0.50633, 1.73858, -0.38583)
O (0.23377, -0.44835, 0.07637)
C (-0.50536, -1.09577, -0.72677)
C (-0.47514, -2.52866, -1.03332)
N (0.50774, -3.33516, -0.31394)
O (0.40427, -3.48541, 0.92522)
O (1.44686, -3.85453, -0.95936)
C (-1.26656, -3.10075, -2.05567)
C (-2.20428, -2.32607, -2.73142)
C (-2.25993, -0.94359, -2.41235)
C (-1.45181, -0.37350, -1.46679)
H (-1.17253, -4.17188, -2.33051)
H (-2.87661, -2.72858, -3.49090)
H (-2.94825, -0.27946, -2.92489)
H (-1.45897, 0.68384, -1.22700)

The net charge is 0. The value obtained for the total energy is -18644.704 eV. The value obtained for the relative energy (zero: lowest compared OMol25 entry of this formula, charge and spin) is 142.96 kcal per mole. The highest occupied orbital energy is -0.263 Eh. The value obtained for the frontier orbital gap is 6.7 eV.

Entry from OMol25: an isolated ion of composition C9H12N3O and charge +1 in a non-equilibrium geometry (wB97M-V/def2-TZVPD).

Element x y z (Å)
C (-3.02894, 0.16916, -1.13672)
C (-2.15308, 0.35572, -2.17788)
C (-2.58633, 0.29559, 0.20345)
C (-0.78329, 0.49199, -2.00595)
C (-1.25198, 0.50504, 0.40571)
C (-0.33739, 0.39760, -0.66909)
C (2.03669, -0.34553, -0.81831)
C (-0.48007, 0.71964, 1.68147)
C (0.89785, -1.28800, 1.72328)
N (0.98679, 0.33235, -0.06616)
N (3.26273, 0.17074, -0.55649)
N (0.89160, 0.05188, 1.34409)
O (1.77110, -1.22825, -1.57537)
H (-4.09641, 0.02865, -1.28545)
H (-2.40038, 0.22199, -3.27621)
H (-3.21061, -0.05311, 0.95549)
H (-0.10266, 0.74480, -2.77608)
H (-0.29062, 1.77841, 1.66853)
H (-0.88233, 0.33428, 2.65581)
H (-0.01087, -1.83353, 1.38473)
H (1.61085, -1.78675, 1.12294)
H (1.13753, -1.57508, 2.72372)
H (3.33240, 1.17583, -0.39407)
H (4.11284, -0.29819, -0.97696)
H (1.57458, 0.63478, 1.84553)

The net charge is +1. The value obtained for the total energy is -16037.260 eV. The value obtained for the relative energy (zero: lowest compared OMol25 entry of this formula, charge and spin) is 54.95 kcal per mole. Its structure (SMILES) is C[N@@H+]1Cc2ccccc2N1C(N)=O. The highest occupied orbital energy is -0.453 Eh. The value obtained for the frontier orbital gap is 9.2 eV.

Question: The highest relative energy (zero: lowest compared OMol25 entry of this formula, charge and spin) belongs to which entry?
Answer: C9H12N2O3